Molecular formula: C3H2N2O2
Method: DFT, ωB97M-V with the def2-TZVPD basis set

```
9
Properties=species:S:1:pos:R:3:mulliken_charge:R:1
O -2.49 -0.73 -0.13 -0.4195
C -1.75 0.22 -0.05 -0.0474
C -0.24 0.20 -0.01 0.4666
N 0.58 1.18 0.08 -0.5062
C 1.70 0.25 0.07 -0.0260
N 0.94 -0.83 -0.02 0.3815
O 0.63 -2.01 -0.08 -0.5751
H -2.14 1.27 0.01 0.3207
H 2.76 0.44 0.13 0.4056
```

Summary:
* E_HOMO (spin up / spin down): -9.434 / -9.329 eV
* energy relative to the best compared isomer or geometry (same formula, charge and spin): 5.960 eV
* maximum force: 3.82 eV/A
* total charge: 0
* Kohn-Sham gap (spin up / spin down): 7.83 / 7.88 eV
* spin multiplicity: 1

=====

Molecular formula: C4H6N4
Method: DFT, ωB97M-V with the def2-TZVPD basis set

```
14
Properties=species:S:1:pos:R:3:mulliken_charge:R:1
N -2.28 -0.63 -0.56 -0.7444
C -1.40 -0.05 0.44 0.6386
C -0.90 1.41 0.18 -0.6608
N 0.47 0.78 -0.15 0.0798
C 1.82 0.66 -0.29 0.0077
N 2.11 -0.61 -0.06 -0.4208
N 1.03 -1.28 0.31 -0.4850
C 0.03 -0.44 0.16 -0.1198
H -1.96 -1.54 -0.81 0.2552
H -3.25 -0.87 -0.20 0.2610
H -1.66 -0.29 1.53 0.2608
H -0.90 2.06 1.12 0.2342
H -1.36 1.86 -0.70 0.3474
H 2.48 1.47 -0.70 0.3462
```

Summary:
* E_HOMO: -9.421 eV
* energy relative to the best compared isomer or geometry (same formula, charge and spin): 2.794 eV
* SMILES: N[C@@H]1Cn2cnnc21
* maximum force: 2.62 eV/A
* total charge: 0
* Kohn-Sham gap: 10.16 eV
* spin multiplicity: 1

=====

Molecular formula: C40H54N10
Method: DFT, ωB97M-V with the def2-TZVPD basis set

```
104
Properties=species:S:1:pos:R:3:mulliken_charge:R:1
C -2.61 -0.89 3.56 0.0043
C -1.57 -0.12 4.15 -0.3005
C -2.06 1.15 4.32 -0.9096
N -3.37 1.17 3.92 0.0571
C -3.72 -0.08 3.52 -1.1596
H -2.62 -1.90 3.20 0.4239
H -0.55 -0.38 4.39 0.6043
H -1.60 2.07 4.64 0.4207
H -3.94 1.99 3.96 0.2397
H -4.70 -0.33 3.14 0.5232
C -1.81 -4.63 1.84 -0.3434
C -0.50 -4.55 2.42 -0.9080
C 0.13 -3.49 1.83 -0.3654
N -0.76 -2.86 1.00 0.8033
C -1.93 -3.57 0.99 -0.6752
H -2.60 -5.32 2.08 0.4201
H -0.10 -5.38 2.98 0.4061
H 1.14 -3.11 1.93 0.4720
H -0.58 -2.09 0.39 -0.0916
H -2.74 -3.16 0.40 0.2655
C 1.39 0.27 0.38 0.1212
C 0.23 0.41 -0.42 -0.6509
C -0.79 0.76 0.43 -0.4611
N -0.27 0.94 1.66 0.4689
C 1.07 0.63 1.65 -1.2786
H 2.35 -0.06 0.02 0.1339
H 0.21 0.20 -1.48 0.8419
H -1.81 1.03 0.20 0.2395
H -0.78 1.08 2.53 0.1824
H 1.65 0.60 2.56 0.4810
C 2.73 0.48 6.95 -0.5555
C 1.75 0.43 7.98 -0.6300
C 0.60 0.94 7.45 -0.2898
N 0.84 1.27 6.14 0.0585
C 2.15 1.02 5.84 -0.5161
H 3.74 0.12 7.00 0.4118
H 1.83 0.07 8.99 0.4115
H -0.38 1.07 7.86 0.3780
H 0.18 1.71 5.53 0.2290
H 2.54 1.21 4.85 0.4991
C -3.27 -0.96 -3.87 -0.8005
C -1.90 -0.92 -3.51 0.9374
C -1.22 -0.82 -4.72 -1.2138
N -2.14 -0.68 -5.71 0.0466
C -3.40 -0.84 -5.22 -0.8553
H -4.10 -1.04 -3.18 0.5055
H -1.40 -0.99 -2.56 0.3318
H -0.17 -0.92 -4.92 0.4014
H -1.93 -0.49 -6.68 0.1983
H -4.27 -0.78 -5.85 0.4220
C 7.12 2.14 1.68 -0.4643
C 5.69 2.10 1.73 -0.5231
C 5.30 0.93 1.15 -0.3531
N 6.43 0.25 0.78 0.0270
C 7.54 1.02 1.05 -0.5714
H 7.77 2.91 2.06 0.4064
H 5.05 2.86 2.16 0.4285
H 4.31 0.56 0.95 0.4744
H 6.45 -0.67 0.38 0.1943
H 8.50 0.68 0.74 0.3992
C 1.92 1.87 -3.00 0.4631
C 2.40 0.95 -3.98 -0.3422
C 3.72 0.70 -3.70 -0.9549
N 4.06 1.43 -2.60 0.1245
C 2.98 2.15 -2.18 -1.1255
H 0.93 2.27 -2.93 0.3249
H 1.86 0.47 -4.78 0.4687
H 4.44 0.07 -4.20 0.4512
H 4.95 1.40 -2.12 0.2150
H 3.02 2.82 -1.34 0.4042
C -5.76 1.04 0.88 -0.9006
C -4.65 1.11 0.00 -0.2760
C -4.47 -0.16 -0.49 -0.5523
N -5.47 -0.95 -0.02 -0.0166
C -6.20 -0.26 0.94 -0.7503
H -6.20 1.80 1.51 0.4413
H -3.97 1.92 -0.16 0.5559
H -3.69 -0.67 -1.03 0.6389
H -5.46 -1.95 -0.10 0.2995
H -7.01 -0.75 1.44 0.4899
C -2.32 3.53 -2.18 -1.0733
C -2.54 2.66 -3.41 0.7625
C -3.22 3.37 -4.57 -0.5947
C -2.42 4.48 -5.10 0.2086
N -1.81 5.36 -5.51 -0.4539
H -1.69 3.01 -1.46 -0.0040
H -3.26 3.67 -1.65 0.3795
H -1.85 4.50 -2.36 0.4490
H -3.14 1.81 -3.09 -0.2273
H -1.57 2.29 -3.73 0.0042
H -4.17 3.79 -4.25 0.3295
H -3.43 2.70 -5.41 0.2909
C 1.30 -3.05 -2.82 -0.9281
C 2.30 -2.72 -1.70 1.2027
C 3.68 -3.28 -1.99 -0.4670
C 3.76 -4.74 -2.07 0.0809
N 3.88 -5.88 -2.11 -0.4597
H 1.69 -2.61 -3.74 0.3297
H 0.39 -2.47 -2.61 -0.1154
H 1.14 -4.11 -2.95 0.4593
H 1.92 -3.10 -0.74 0.0747
H 2.40 -1.64 -1.63 -0.6812
H 4.45 -2.92 -1.30 0.2505
H 3.99 -2.94 -2.98 0.2707
```

Summary:
* E_HOMO: -8.360 eV
* energy relative to the best compared isomer or geometry (same formula, charge and spin): 0.621 eV
* SMILES: c1cc[nH]c1.c1cc[nH]c1.c1cc[nH]c1.c1cc[nH]c1.c1cc[nH]c1.c1cc[nH]c1.c1cc[nH]c1.c1cc[nH]c1.CCCC#N.CCCC#N
* maximum force: 1.54 eV/A
* total charge: 0
* Kohn-Sham gap: 8.63 eV
* spin multiplicity: 1

=====

Molecular formula: C7H13NO2
Method: DFT, ωB97M-V with the def2-TZVPD basis set

```
23
Properties=species:S:1:pos:R:3:mulliken_charge:R:1
H -1.98 -0.03 -0.48 0.2422
N -1.34 0.30 0.24 -0.6948
C -0.93 -0.61 1.05 0.8141
C -1.40 -2.04 1.11 -1.1091
O -0.20 -0.28 2.13 -0.3621
C -0.04 1.08 2.46 -0.7508
H -2.37 -2.08 1.60 0.3341
H -1.49 -2.44 0.10 0.3230
H -0.69 -2.63 1.68 0.3102
H 1.04 1.31 2.47 0.2406
H -0.55 1.72 1.74 0.3707
H -0.46 1.23 3.47 0.2579
C 0.06 0.30 -2.77 -0.9780
C 0.75 0.35 -1.63 0.8977
C 1.54 1.54 -1.19 -1.2934
C 1.00 -0.94 -0.92 0.0522
O 0.62 -2.02 -1.31 -0.5474
H -0.10 1.18 -3.38 0.3016
H -0.37 -0.63 -3.11 0.3105
H 1.54 2.32 -1.94 0.4010
H 1.11 1.94 -0.28 0.2118
H 2.57 1.27 -0.98 0.3011
H 1.69 -0.84 -0.06 0.3669
```

Summary:
* E_HOMO: -9.404 eV
* energy relative to the best compared isomer or geometry (same formula, charge and spin): 2.565 eV
* SMILES: [H]/N=C(\C)OC.C=C(C)C=O
* maximum force: 2.21 eV/A
* total charge: 0
* Kohn-Sham gap: 9.83 eV
* spin multiplicity: 1

=====

Molecular formula: C3H6N2O
Method: DFT, ωB97M-V with the def2-TZVPD basis set

```
12
Properties=species:S:1:pos:R:3:mulliken_charge:R:1
N 0.59 1.70 -2.55 -0.4292
C 0.12 0.85 -1.90 0.3154
C -0.31 -0.12 -0.91 0.0905
O -1.63 0.16 -0.50 -0.5084
C 0.85 -0.09 0.50 -0.7651
N 0.10 -0.22 1.68 -0.4494
H 0.12 -1.08 -0.87 0.2179
H -2.03 -0.61 -0.10 0.3442
H 1.32 0.88 0.39 0.3623
H 1.64 -0.89 0.50 0.3866
H -0.23 -1.13 1.96 0.2050
H -0.50 0.56 1.89 0.2302
```

Summary:
* E_HOMO: -8.723 eV
* energy relative to the best compared isomer or geometry (same formula, charge and spin): 3.131 eV
* SMILES: N#C[C@H](O)CN
* maximum force: 2.94 eV/A
* total charge: 0
* Kohn-Sham gap: 9.12 eV
* spin multiplicity: 1

=====

Molecular formula: C28H42O14
Method: DFT, ωB97M-V with the def2-TZVPD basis set

```
84
Properties=species:S:1:pos:R:3:mulliken_charge:R:1
O 5.89 -1.70 -8.73 -0.5686
C 5.06 -2.22 -8.00 0.5268
C 3.87 -1.77 -7.25 -0.3869
C 3.61 -2.94 -6.24 -0.5099
C 4.19 -4.18 -7.04 -0.3745
O 5.03 -3.62 -7.99 -0.3411
H 4.11 -0.85 -6.71 0.2761
H 2.98 -1.66 -7.86 0.2510
H 4.13 -2.82 -5.29 0.2974
H 2.54 -3.11 -6.09 0.2959
H 4.68 -4.86 -6.34 0.2575
H 3.42 -4.80 -7.51 0.2766
O 2.35 5.86 9.50 -0.5638
C 1.87 4.73 9.48 0.4941
C 1.39 3.97 10.74 -0.4000
C 0.64 2.90 10.01 -0.5536
C 1.48 2.66 8.77 -0.3808
O 1.95 3.90 8.39 -0.3186
H 2.21 3.64 11.37 0.2741
H 0.73 4.63 11.30 0.2466
H 0.61 1.98 10.58 0.3012
H -0.34 3.36 9.86 0.2995
H 2.30 2.07 9.19 0.2864
H 0.91 2.26 7.93 0.3147
O 2.81 8.35 -1.46 -0.5794
C 3.37 7.38 -1.91 0.5104
C 4.16 6.34 -1.15 -0.3549
C 4.96 5.64 -2.25 -0.4834
C 4.21 5.97 -3.58 -0.3725
O 3.62 7.23 -3.25 -0.3481
H 4.71 6.99 -0.48 0.2494
H 3.38 5.82 -0.60 0.2380
H 5.92 6.14 -2.17 0.2397
H 5.03 4.55 -2.31 0.3553
H 4.91 6.11 -4.41 0.2741
H 3.48 5.23 -3.90 0.2716
O 1.18 0.20 -1.57 -0.6234
C 0.45 0.73 -0.70 0.5045
C -0.07 0.11 0.64 -0.3386
C -0.55 1.33 1.35 -0.3168
C -0.63 2.39 0.33 -0.4332
O -0.01 1.99 -0.80 -0.3261
H -0.85 -0.60 0.37 0.2331
H 0.76 -0.45 1.07 0.2699
H -1.60 1.29 1.64 0.2112
H 0.02 1.65 2.22 0.2794
H -1.61 2.67 -0.06 0.2794
H -0.27 3.36 0.69 0.2600
O -4.75 7.31 -2.99 -0.5390
C -5.93 7.17 -2.72 0.4800
C -6.73 5.84 -2.79 -0.3486
C -8.13 6.22 -2.45 -0.5661
C -8.22 7.76 -2.53 -0.3862
O -6.84 8.16 -2.24 -0.3692
H -6.65 5.52 -3.83 0.2695
H -6.39 5.05 -2.13 0.2510
H -8.81 5.55 -2.96 0.3601
H -8.37 5.98 -1.41 0.2490
H -8.44 7.96 -3.58 0.2372
H -8.96 8.17 -1.84 0.3623
O -7.06 -5.75 1.09 -0.6033
C -6.16 -6.56 0.87 0.5641
C -4.70 -6.30 1.01 -0.4218
C -4.06 -7.47 0.20 -0.3791
C -5.25 -8.39 -0.07 -0.3887
O -6.39 -7.64 0.15 -0.3265
H -4.48 -5.34 0.54 0.2531
H -4.26 -6.33 2.01 0.2270
H -3.67 -6.94 -0.67 0.2488
H -3.33 -8.08 0.74 0.2978
H -5.28 -8.68 -1.12 0.2414
H -5.23 -9.32 0.50 0.2881
O 1.44 -7.49 -0.77 -0.5956
C 2.02 -7.63 0.29 0.5722
C 3.14 -8.48 0.74 -0.4463
C 3.80 -7.64 1.79 -0.4855
C 2.61 -6.91 2.42 -0.3970
O 1.64 -6.93 1.38 -0.3354
H 2.75 -9.46 1.01 0.2583
H 3.65 -8.67 -0.20 0.2819
H 4.48 -8.18 2.44 0.3516
H 4.52 -6.98 1.31 0.2522
H 2.28 -7.48 3.29 0.2634
H 2.79 -5.88 2.72 0.2792
```

Summary:
* E_HOMO: -10.098 eV
* energy relative to the best compared isomer or geometry (same formula, charge and spin): 4.455 eV
* SMILES: O=C1CCCO1.O=C1CCCO1.O=C1CCCO1.O=C1CCCO1.O=C1CCCO1.O=C1CCCO1.O=C1CCCO1
* maximum force: 4.30 eV/A
* total charge: 0
* Kohn-Sham gap: 10.35 eV
* spin multiplicity: 1

=====

Molecular formula: C5H5N3O3
Method: DFT, ωB97M-V with the def2-TZVPD basis set

```
16
Properties=species:S:1:pos:R:3:mulliken_charge:R:1
O -1.58 -0.94 1.37 -0.5359
C -1.10 -1.11 0.28 0.8237
N -0.53 -2.30 -0.09 -0.4859
C 0.74 -2.30 -0.29 -0.3074
C 1.28 -0.94 -0.40 0.0631
N 0.92 -0.11 0.46 -0.3943
C 0.93 1.36 0.31 -0.3978
C -0.53 1.73 0.21 -0.2570
N -1.56 1.09 -0.28 0.7493
O -2.70 1.42 -0.34 -0.6386
O -1.21 -0.27 -0.72 -0.3279
H 1.25 -3.21 -0.56 0.3792
H 1.86 -0.52 -1.21 0.3916
H 1.60 1.56 -0.55 0.3018
H 1.35 1.77 1.24 0.2776
H -0.73 2.77 0.57 0.3585
```

Summary:
* E_HOMO: -9.417 eV
* energy relative to the best compared isomer or geometry (same formula, charge and spin): 5.285 eV
* SMILES: O=C1/N=C\C=N\C/C=[N+](/[O-])O1
* maximum force: 3.09 eV/A
* total charge: 0
* Kohn-Sham gap: 9.07 eV
* spin multiplicity: 1

=====

Molecular formula: C63H56KN8O5S4
Method: DFT, ωB97M-V with the def2-TZVPD basis set

```
137
Properties=species:S:1:pos:R:3:mulliken_charge:R:1
K 0.38 -0.93 -1.75 1.5446
N 0.79 0.47 0.03 0.3247
S 0.64 1.61 0.88 0.8522
N 1.51 1.63 2.33 -0.6854
S 2.14 0.32 2.85 1.5816
N 2.36 -0.92 1.99 0.3390
S 1.54 -2.24 1.40 1.4552
N 0.79 -2.31 0.18 -0.7996
C 2.98 -3.34 1.49 -0.5331
C 3.25 -4.15 0.41 -0.6208
C 4.36 -4.97 0.43 -0.8355
C 5.20 -4.97 1.53 -0.5783
C 4.93 -4.14 2.61 -0.8959
C 3.82 -3.32 2.59 0.1916
C 0.51 -2.74 2.82 0.5346
C -0.68 -2.04 2.95 0.2651
C -1.65 -2.47 3.83 -0.6042
C -1.44 -3.62 4.58 -0.9265
C -0.25 -4.31 4.46 -0.8589
C 0.73 -3.87 3.58 -0.2953
C 3.82 0.70 3.41 -0.0526
C 4.90 0.04 2.84 -0.0854
C 6.17 0.25 3.35 -1.1277
C 6.36 1.11 4.42 -0.6286
C 5.27 1.78 4.98 -0.8644
C 4.00 1.58 4.47 -0.6122
C 1.31 -0.07 4.39 0.1587
C 1.83 -1.02 5.26 -0.3845
C 1.16 -1.34 6.42 -0.5857
C -0.05 -0.71 6.72 -0.6863
C -0.56 0.26 5.86 -0.4732
C 0.11 0.58 4.70 -0.3836
C -1.02 1.92 1.55 0.7772
C -2.00 0.97 1.34 -0.4855
C -3.26 1.17 1.88 -1.1273
C -3.52 2.32 2.61 -0.8609
C -2.53 3.26 2.83 -1.0874
C -1.26 3.05 2.30 -0.6768
C 1.10 3.23 0.22 0.2691
C 0.15 3.97 -0.47 0.1649
C 0.52 5.13 -1.11 -0.9474
C 1.83 5.57 -1.06 -0.7204
C 2.78 4.81 -0.39 -0.7151
C 2.42 3.64 0.25 -0.4129
H 2.57 -4.10 -0.44 0.4664
H 4.58 -5.61 -0.41 0.4516
H 6.07 -5.61 1.55 0.4040
H 5.59 -4.14 3.47 0.4469
H 3.61 -2.65 3.41 0.5125
H -0.83 -1.16 2.33 -0.3780
H -2.58 -1.93 3.92 0.5552
H -2.21 -3.98 5.25 0.4237
H -0.08 -5.21 5.04 0.4176
H 1.65 -4.43 3.47 0.4608
H 4.73 -0.63 2.01 0.8514
H 7.02 -0.25 2.90 0.5102
H 7.35 1.26 4.83 0.4192
H 5.42 2.46 5.80 0.4256
H 3.14 2.08 4.89 0.4893
H 2.78 -1.49 5.03 0.0124
H 1.56 -2.08 7.10 0.4457
H -0.58 -0.96 7.63 0.3989
H -1.48 0.76 6.10 0.4645
H -0.26 1.33 4.03 0.4024
H -1.75 0.10 0.74 0.6784
H -4.03 0.44 1.72 0.6750
H -4.51 2.48 3.01 0.4707
H -2.74 4.14 3.40 0.4631
H -0.46 3.76 2.46 0.6063
H -0.87 3.61 -0.52 0.1476
H -0.22 5.70 -1.66 0.4861
H 2.12 6.48 -1.56 0.3834
H 3.81 5.13 -0.38 0.4229
H 3.14 3.04 0.78 0.3353
C -2.51 -3.63 0.09 -0.7725
C -2.38 -3.46 -1.37 -0.1465
N -1.75 -2.48 -1.96 0.2464
C -1.75 -2.74 -3.29 0.1840
C -2.43 -3.92 -3.52 -0.0702
N -2.83 -4.36 -2.28 -0.0292
C -2.79 -4.71 -4.73 0.4788
O -2.23 -4.36 -5.85 -0.6009
O -3.58 -5.63 -4.62 -0.7066
C -1.02 -1.86 -4.27 0.7915
O -0.82 -2.34 -5.41 -0.8984
O -0.65 -0.75 -3.88 -0.6466
H -1.74 -3.04 0.58 -0.2010
H -2.38 -4.68 0.37 0.4069
H -3.49 -3.31 0.44 0.3001
H -3.35 -5.21 -2.14 0.2195
H -1.58 -3.51 -5.72 0.4403
C 5.13 -2.48 -5.19 -0.4010
C 3.75 -2.62 -5.03 -0.7985
C 3.12 -2.09 -3.93 -0.3618
C 3.85 -1.40 -2.94 0.2945
C 3.22 -0.84 -1.82 0.0504
C 3.95 -0.16 -0.89 0.2167
C 5.35 -0.02 -1.04 -1.0473
C 5.99 -0.56 -2.12 -1.1806
C 5.26 -1.26 -3.10 1.1766
C 5.87 -1.82 -4.24 -0.8643
H 5.62 -2.89 -6.06 0.3592
H 3.17 -3.13 -5.78 0.4542
H 2.05 -2.19 -3.81 0.2304
H 3.47 0.28 -0.03 0.1780
H 5.91 0.52 -0.28 0.3887
H 7.06 -0.45 -2.24 0.2641
H 6.95 -1.71 -4.36 0.3418
C -7.38 1.15 -2.29 -1.2085
C -6.39 1.74 -1.29 -0.7029
C -4.95 1.28 -1.51 0.0553
N -4.40 1.82 -2.72 0.5620
C -3.07 1.92 -2.91 -1.2307
S -1.98 1.72 -1.69 0.0950
N -2.64 2.26 -4.18 0.3301
C -3.23 3.11 -5.09 0.1702
O -2.92 3.11 -6.27 -0.6395
C -4.21 4.09 -4.53 0.0080
C -4.00 4.69 -3.29 0.1265
C -4.88 5.65 -2.83 -0.7150
C -5.97 6.03 -3.60 -0.4063
C -6.16 5.46 -4.85 -0.5485
C -5.29 4.50 -5.32 -0.5863
H -8.39 1.46 -2.04 0.3846
H -7.34 0.07 -2.29 0.3007
H -7.18 1.50 -3.31 0.3292
H -6.69 1.46 -0.29 0.3713
H -6.41 2.83 -1.36 0.2713
H -4.90 0.18 -1.53 0.1800
H -4.32 1.62 -0.69 -0.1739
H -5.00 1.82 -3.54 0.3399
H -1.79 1.79 -4.48 0.2515
H -3.14 4.42 -2.70 0.6674
H -4.70 6.12 -1.87 0.4393
H -6.65 6.79 -3.24 0.3986
H -7.00 5.78 -5.46 0.4054
H -5.42 4.06 -6.29 0.4719
```

Summary:
* E_HOMO: -2.441 eV
* energy relative to the best compared isomer or geometry (same formula, charge and spin): 1.279 eV
* maximum force: 2.26 eV/A
* total charge: -1
* Kohn-Sham gap: 3.99 eV
* spin multiplicity: 1

=====

Question: Among the records above, which one has the lowest maximum force?
Answer: C40H54N10

=====

Question: What is the maximum force in the fifth record?
Answer: 2.94 eV/A